1.
This record from OMol25 describes C4H12N2O in the gas phase in a non-equilibrium geometry. The level of theory is ωB97M-V with the def2-TZVPD basis set.

Summary:
HOMO-LUMO gap	9.25	eV
DFT total energy	-344.25536	Eh
energy relative to the best compared isomer or geometry (same formula, charge and spin)	3.528	eV
E_LUMO	0.030	hartree
SMILES string	C[C@H](N)C[C@@H](N)O

```
! RIJCOSX wB97M-V def2-TZVPD def2/J DEFGRID3
* xyz 0 1
H -0.19 -2.24 -0.43
C 1.32 0.56 0.79
H 0.00 1.79 1.76
H 0.50 -0.51 2.18
H 1.24 -0.44 -1.33
C -0.70 -0.14 -0.43
H -1.62 0.84 -2.41
H -1.92 -1.90 -0.26
N 0.95 1.79 1.42
H -1.75 -0.82 -2.51
C 0.59 0.31 -0.88
H 0.65 1.31 -1.31
H -1.32 0.60 0.07
H -0.88 -1.66 1.11
O 1.33 -0.52 1.68
C -0.92 -1.56 0.02
N -1.19 -0.04 -2.15
H 2.35 0.66 0.46
H 1.56 1.97 2.22
*
```

Taken from the Mulliken analysis, the atomic charges in e are:
1. H 0.2604
2. C -0.2019
3. H 0.2436
4. H 0.3250
5. H 0.3309
6. C 0.3938
7. H 0.1815
8. H 0.4171
9. N -0.5945
10. H 0.1651
11. C -0.5294
12. H 0.3118
13. H 0.2048
14. H 0.3308
15. O -0.5518
16. C -1.2954
17. N -0.6494
18. H 0.4047
19. H 0.2529

2.
This record from OMol25 describes an isolated ion of composition C6H15N2O2S2 and charge +1 in a non-equilibrium geometry. The level of theory is ωB97M-V with the def2-TZVPD basis set.

Summary:
HOMO-LUMO gap	9.62	eV
DFT total energy	-1293.68147	Eh
energy relative to the best compared isomer or geometry (same formula, charge and spin)	0.278	eV
E_LUMO	-0.109	hartree
SMILES string	CN[C@H](O)[C@H](S)/[N+](C)=C(\O)CS

```
! RIJCOSX wB97M-V def2-TZVPD def2/J DEFGRID3
* xyz 1 1
H 2.70 1.07 1.07
C 1.06 -0.68 0.07
H 3.39 2.56 0.11
C -2.65 -0.33 0.89
H -2.76 -1.26 1.41
N -0.35 -0.97 0.21
H 1.30 -2.09 -1.71
S 2.03 -2.14 -0.62
C -0.89 -2.27 0.10
H 0.39 1.16 -2.58
C -1.15 -0.05 0.63
H 2.27 0.42 -1.52
H 0.09 1.65 0.56
H 0.91 2.48 -0.73
C 2.51 2.05 0.67
H -1.11 -2.59 1.13
H 1.52 -0.57 1.05
N 1.32 1.85 -0.13
H -0.23 -3.05 -0.39
H -1.83 -2.36 -0.39
O 0.23 0.76 -1.72
C 1.33 0.61 -0.94
H 2.22 2.61 1.47
O -0.95 1.25 0.77
H -4.67 -0.10 -0.17
S -3.55 -0.54 -0.66
H -3.15 0.52 1.42
*
```

Taken from the Mulliken analysis, the atomic charges in e are:
1. H 0.3184
2. C -0.4205
3. H 0.2467
4. C -0.9119
5. H 0.4098
6. N 0.2418
7. H 0.2019
8. S -0.1340
9. C -1.0078
10. H 0.3763
11. C 0.8314
12. H 0.5001
13. H 0.4587
14. H 0.2997
15. C -0.8204
16. H 0.4395
17. H 0.4198
18. N -0.1559
19. H 0.2847
20. H 0.3185
21. O -0.5433
22. C -0.5591
23. H 0.4041
24. O -0.5951
25. H 0.1651
26. S -0.1562
27. H 0.3876

3.
This record from OMol25 describes C16H20N4O4 in the gas phase in a non-equilibrium geometry. The level of theory is ωB97M-V with the def2-TZVPD basis set.

Summary:
HOMO-LUMO gap	8.30	eV
DFT total energy	-1141.51656	Eh
energy relative to the best compared isomer or geometry (same formula, charge and spin)	7.372	eV
E_LUMO	0.011	hartree
SMILES string	NC(=O)CC[C@H](NC(=O)[C@@H](N)Cc1c[nH]c2ccccc12)C(=O)O

```
! RIJCOSX wB97M-V def2-TZVPD def2/J DEFGRID3
* xyz 0 1
O 2.80 -1.45 1.76
C -1.97 2.32 0.53
H 0.87 1.12 2.21
C -3.75 -0.03 -1.08
H 3.36 0.88 -1.34
N 0.80 0.59 -0.45
H -2.22 -2.09 2.45
N -2.28 -1.18 1.86
H 3.90 -3.00 -0.99
H -1.13 2.13 -2.83
C 2.08 0.12 -0.02
C -1.72 0.14 2.01
H -4.48 -1.35 -2.67
H 3.30 1.98 0.28
O 5.79 -0.77 -1.69
H 4.78 -0.29 1.10
H 3.39 -1.98 0.42
C -3.48 -2.58 0.33
H 2.23 -0.89 -0.48
H -1.02 0.48 2.73
H -3.55 -3.41 0.99
C -4.04 -2.51 -0.99
H -1.26 2.69 1.51
H -1.89 0.82 -1.91
H -0.86 3.39 -0.71
C 4.62 0.08 0.10
H -3.89 0.93 -1.68
C 3.29 0.96 -0.18
C -1.04 2.28 -0.68
H -2.81 3.18 0.31
C 1.92 -0.53 1.43
C -3.07 -0.07 0.16
O 1.10 0.08 2.38
H -4.18 -3.50 -1.67
O 0.52 2.22 1.14
C 4.86 -1.07 -0.77
H 0.44 0.14 -1.23
C -2.39 0.84 0.95
N -1.62 1.79 -1.95
N 3.87 -2.12 -0.52
C -2.93 -1.34 0.76
C 0.26 1.70 0.02
C -4.08 -1.35 -1.63
H 5.48 0.66 0.02
*
```

Taken from the Mulliken analysis, the atomic charges in e are:
1. O -0.7022
2. C -0.6410
3. H 0.4905
4. C -0.5464
5. H 0.2582
6. N 0.0110
7. H 0.3072
8. N 0.0643
9. H 0.1881
10. H 0.2563
11. C -0.5774
12. C -1.4342
13. H 0.2932
14. H 0.4340
15. O -0.6420
16. H 0.5213
17. H 0.3283
18. C -0.8418
19. H 0.8182
20. H 0.6186
21. H 0.3927
22. C -0.4435
23. H 0.3236
24. H 0.2652
25. H 0.3193
26. C -1.0154
27. H 0.6056
28. C -0.5756
29. C 0.2095
30. H 0.2854
31. C 0.4679
32. C 1.0641
33. O -0.5457
34. H 0.1850
35. O -0.7800
36. C 0.3117
37. H 0.4023
38. C 0.4776
39. N -0.5094
40. N -0.4045
41. C -0.3509
42. C 0.0385
43. C -0.3954
44. H 0.4678

4.
This record from OMol25 describes an isolated ion of composition CN3O4S and charge -1 in a non-equilibrium geometry. The level of theory is ωB97M-V with the def2-TZVPD basis set.

Summary:
HOMO-LUMO gap	10.40	eV
DFT total energy	-901.45315	Eh
energy relative to the best compared isomer or geometry (same formula, charge and spin)	2.243	eV
E_LUMO	0.144	hartree
SMILES string	N#C[S@@](=O)([O-])=N[N+](=O)[O-]

```
! RIJCOSX wB97M-V def2-TZVPD def2/J DEFGRID3
* xyz -1 1
O -1.10 -0.64 -0.70
O 1.07 1.04 -1.43
O 1.90 1.17 0.86
C 0.96 -1.09 0.07
O -2.64 0.47 0.30
N -1.46 0.30 0.03
N 1.19 -2.20 0.25
N -0.57 1.08 0.53
S 0.90 0.68 -0.05
*
```

Taken from the Mulliken analysis, the atomic charges in e are:
1. O -0.6782
2. O -0.6029
3. O -0.6080
4. C 0.4069
5. O -0.7223
6. N 1.3049
7. N -0.4939
8. N -0.6616
9. S 1.0550